A structure of composition C2H10FNNbO4P2, computed with the ωB97M-V functional and the def2-TZVPD basis.

XYZ file:
```
21
Properties=species:S:1:pos:R:3
N 3.3114 0.1128 0.3088
P 2.1057 -0.9828 0.3967
Nb 0.2527 -0.0376 -1.1351
C 0.2655 1.8253 0.1786
C -1.1745 2.4505 0.4848
O -1.3879 3.0633 1.5668
F -2.3034 2.3172 -0.4044
P -1.4207 -1.2969 0.3343
O -0.6594 -2.5489 0.8912
O -2.6816 -1.9461 -0.6603
O -2.0056 -0.4353 1.6922
H 4.1716 -0.3868 -0.0007
H 1.5529 -1.0426 1.7279
H 2.5172 -2.3118 0.0107
H 0.3293 -1.5034 -2.2527
H -1.0730 0.5819 -2.2100
H 1.5435 0.7340 -2.1799
H 0.8914 1.6538 1.1373
H 0.8440 2.6490 -0.3998
H -2.4156 -1.8514 -1.6106
H -2.6634 -1.0441 2.1242
```

Its highest occupied orbital energy is -4.8 eV. As for the net charge: -1. The total energy comes out at -1277.31641 hartree.

The molecule C4H8N2, computed with the ωB97M-V functional and the def2-TZVPD basis.

XYZ file:
```
14
Properties=species:S:1:pos:R:3
C 0.1276 -1.4931 0.4317
N -0.0481 -0.3565 -0.4551
C 1.1805 0.3426 -0.7819
C -1.1523 0.5204 -0.1695
C -0.9346 1.5308 0.9056
N -0.7582 2.3374 1.7167
H 0.5800 -2.3148 -0.1354
H -0.8470 -1.8409 0.7880
H 0.7607 -1.2935 1.3109
H 1.4972 1.0537 0.0014
H 1.0541 0.8967 -1.7187
H 1.9839 -0.3863 -0.9240
H -2.0283 -0.0749 0.1067
H -1.4156 1.0785 -1.0762
```

Its highest occupied orbital energy is -9.1 eV. For the energy relative to the best compared isomer or geometry (same formula, charge and spin), the calculation gives 19.7 kcal/mol. The total energy comes out at -266.69068 hartree.

A structure of composition C9H17N2O2S, computed with the ωB97M-V functional and the def2-TZVPD basis.

XYZ file:
```
31
Properties=species:S:1:pos:R:3
C 0.8670 0.2685 0.5746
C 3.2994 0.9150 0.5022
C 2.0177 0.9756 0.6327
C -2.4773 1.3101 -1.1786
C -4.5555 0.0017 -0.5913
C -3.2602 1.1539 1.2815
C 3.2666 -1.7060 0.6121
C 4.8776 -0.4607 -0.9443
C -3.2077 0.5135 -0.0945
N -0.2445 -0.0825 0.3051
N 4.2169 -0.5674 0.3609
O -2.2297 -1.8637 -1.0759
O -2.3512 -1.7413 1.4835
S -2.2643 -1.1055 0.1857
H 4.0589 1.6414 0.5559
H -1.7413 1.9335 -0.5267
H -1.9881 0.7709 -1.9270
H -3.2018 1.9482 -1.5672
H -4.1357 -0.5298 -1.4711
H -5.1821 0.8813 -0.8841
H -5.0986 -0.5779 0.2325
H -4.1815 1.6652 1.4254
H -3.2417 0.4231 2.0747
H -2.4458 1.8270 1.4840
H 2.2294 -1.3640 0.6375
H 3.2621 -2.2194 -0.3425
H 3.6031 -2.3856 1.4507
H 4.9824 0.6156 -1.2117
H 5.8389 -0.8973 -1.1764
H 4.2635 -0.7285 -1.8606
H 5.0236 -0.6147 1.0527
```

Its highest occupied orbital energy is -11.8 eV. As for the net charge: +1. For the energy relative to the best compared isomer or geometry (same formula, charge and spin), the calculation gives 90.0 kcal/mol. The total energy comes out at -1010.83674 hartree.

A cluster of 2 separate species, C6H14BCl2N4O3 in total, computed with the ωB97M-V functional and the def2-TZVPD basis.

XYZ file:
```
30
Properties=species:S:1:pos:R:3
C 1.9304 0.9614 2.7319
C 0.9535 1.8831 1.9439
N -0.1435 1.1757 1.2751
C -1.3035 1.6921 0.8342
N -2.1203 0.8059 0.2582
C -1.4030 -0.3587 0.3042
N -1.6895 -1.5706 -0.1408
O -0.7265 -2.5403 0.0239
B -1.2462 -3.8584 -0.1829
O -2.1318 -4.1612 -1.1986
O -0.7918 -4.8304 0.6619
N -0.2553 -0.1108 0.9072
H 1.5986 0.8788 3.7817
H 2.9272 1.4348 2.7386
H 2.0639 -0.0464 2.3048
H 0.4865 2.5585 2.6826
H 1.5510 2.5114 1.2601
H -1.4900 2.7602 0.9728
H -2.5841 -1.7639 -0.5859
H -1.6438 -4.0041 -2.0274
H -0.0193 -4.4533 1.1183
H 0.5180 -0.7245 1.1344
Cl 0.9791 3.3258 -3.5416
C 0.3491 1.6888 -3.2511
C 0.8118 1.1335 -1.9259
Cl 2.5587 0.7884 -1.9050
H 0.6577 1.0540 -4.0795
H -0.7389 1.7600 -3.2613
H 0.3045 0.1899 -1.7238
H 0.5975 1.8204 -1.1097
```

Its highest occupied orbital energy is -13.4 eV. As for the net charge: +1. The total energy comes out at -1626.82826 hartree.